Entry 1:
{"formula": "C14H8Cl3GeMoN2O7S", "method": "the ωB97M-V functional and the def2-TZVPD basis", "symbols": ["Mo", "O", "C", "O", "C", "C", "C", "C", "C", "N", "C", "O", "O", "H", "H", "H", "H", "Cl", "Ge", "Cl", "Cl", "O", "S", "O", "N", "C", "O", "C", "C", "C", "C", "C", "C", "H", "H", "H", "H"], "coordinates": [[0.5028, -0.6761, -0.4793], [-0.1330, -2.2935, 3.2629], [0.3510, -1.7274, 2.2230], [-0.2688, -1.6116, 1.1438], [1.7308, -1.1966, 2.2485], [2.6900, -1.2539, 3.2446], [3.9652, -0.7710, 2.9379], [4.2524, -0.2898, 1.6610], [3.2160, -0.2469, 0.7433], [1.9968, -0.6655, 1.0585], [3.2278, 0.0309, -0.7246], [4.2054, -0.0911, -1.4556], [2.0374, 0.2401, -1.2045], [-1.0602, -2.5722, 3.1427], [2.4573, -1.6722, 4.2142], [4.7448, -0.8035, 3.6868], [5.2480, 0.0296, 1.3851], [2.8338, 0.0405, -4.3783], [3.9563, -1.2670, -3.1795], [5.9419, -1.4704, -3.8082], [1.6513, -2.6393, -1.2935], [-1.4789, 2.8871, 1.1949], [-1.8969, 1.5720, 0.8729], [-2.0707, 0.5749, 1.8847], [-0.7998, 0.9035, -0.2537], [-1.4731, 0.4708, -1.3476], [-0.7930, -0.3611, -2.0569], [-2.8583, 0.8798, -1.4480], [-3.7543, 0.7229, -2.4992], [-5.0219, 1.2666, -2.3420], [-5.3699, 1.9469, -1.1788], [-4.4732, 2.1086, -0.1200], [-3.2255, 1.5557, -0.2852], [-3.4663, 0.2033, -3.4024], [-5.7498, 1.1679, -3.1346], [-6.3629, 2.3674, -1.0911], [-4.7522, 2.6407, 0.7783]], "forces_ev_per_angstrom": [[0.462, -1.391, -1.421], [-0.045, -0.049, 0.259], [0.128, 0.181, -0.014], [-0.007, 0.062, 0.102], [-0.178, -0.113, 0.172], [0.111, 0.071, -0.098], [-0.087, -0.027, -0.018], [-0.059, -0.044, 0.034], [0.206, -0.038, -0.076], [-0.224, 0.099, -0.196], [-0.253, 0.030, -0.177], [0.687, -0.110, 0.103], [0.341, 0.569, 0.207], [-0.028, -0.026, 0.015], [0.008, -0.007, 0.010], [-0.003, 0.002, 0.005], [0.005, 0.018, 0.001], [-0.120, 0.211, -0.325], [-0.808, -0.124, 0.697], [0.083, -0.038, 0.076], [-0.257, 0.900, 0.134], [-0.024, 0.011, 0.049], [0.188, 0.197, 0.179], [0.031, 0.024, 0.004], [-0.372, -0.450, -0.158], [-0.050, 0.227, 0.395], [0.211, -0.179, 0.177], [0.148, -0.004, -0.196], [0.024, -0.040, 0.098], [0.053, -0.039, -0.022], [-0.023, 0.055, 0.069], [0.027, -0.101, -0.096], [-0.173, 0.115, 0.040], [-0.002, 0.007, -0.021], [0.003, 0.001, -0.020], [-0.002, -0.003, -0.002], [-0.002, 0.003, 0.017]], "lowdin_spin": [0.853, -0.004, -0.005, 0.001, 0.002, 0.001, 0.009, 0.000, 0.004, -0.007, -0.005, 0.034, 0.002, 0.000, 0.000, 0.000, 0.000, 0.015, 0.042, 0.012, 0.003, 0.004, 0.002, 0.001, 0.023, 0.009, 0.006, 0.000, 0.000, 0.000, -0.001, 0.000, -0.001, 0.000, 0.000, 0.000, 0.000], "lumo_energy_ev": [-10.34, -10.19], "s_squared": 0.78, "orbital_gap_ev": [3.8444, 3.7072], "total_charge": 2, "e_above_lowest_ev": 0.0000, "spin_multiplicity": 2}


Entry 2:
{"formula": "C14H9F4NO2", "method": "the ωB97M-V functional and the def2-TZVPD basis", "symbols": ["C", "N", "O", "O", "H", "H", "F", "C", "C", "C", "F", "C", "C", "C", "C", "C", "C", "F", "C", "C", "F", "C", "C", "H", "H", "H", "H", "H", "H", "H"], "coordinates": [[-0.9343, 1.3695, -1.4580], [-1.9813, 0.7265, -1.9665], [-1.7989, -0.1336, -2.8903], [-3.1449, 0.9935, -1.5190], [-1.1506, 2.2277, -0.8208], [0.0162, 1.2367, -1.9695], [1.4559, -3.2919, -2.3171], [0.4463, -2.9291, -1.4487], [-0.7316, -3.6718, -1.4808], [-1.7760, -3.1842, -0.6967], [-2.9953, -3.8145, -0.7994], [-1.6748, -2.0306, 0.0535], [-0.5029, -1.2105, 0.0073], [-0.5627, 0.0692, 0.6511], [0.4870, 0.9304, 1.1058], [0.1951, 1.8598, 2.1542], [1.1274, 2.7941, 2.5617], [0.7770, 3.7438, 3.4936], [2.4104, 2.8695, 2.0262], [2.7292, 1.9010, 1.0780], [3.9909, 1.9373, 0.5203], [1.8321, 0.9458, 0.6231], [0.6096, -1.7759, -0.6934], [-0.8489, -4.5223, -2.1405], [-2.5036, -1.7248, 0.6824], [-1.5698, 0.3318, 1.0438], [-0.7561, 1.7921, 2.6700], [3.1102, 3.6472, 2.2983], [2.1676, 0.1999, -0.0877], [1.5768, -1.2868, -0.6811]], "forces_ev_per_angstrom": [[2.221, 0.598, 2.677], [-3.704, -1.868, -1.978], [-0.051, 1.342, 1.850], [1.959, -0.573, -0.514], [0.028, -0.229, -0.538], [-0.302, -0.008, 0.207], [-0.873, 0.213, 1.190], [0.353, 0.139, -0.558], [-0.096, 0.579, 0.273], [-0.439, -0.552, -0.805], [1.298, 0.523, 0.466], [0.219, 0.985, 0.075], [0.089, -2.556, -0.399], [-1.332, 0.858, -1.647], [2.128, 1.419, 1.351], [-0.214, -0.642, -0.546], [0.220, 0.758, 0.244], [0.240, -1.091, -0.783], [-0.368, -0.405, -0.261], [0.521, 0.122, -0.391], [-1.311, -0.144, 0.633], [-0.622, -0.196, 0.162], [-0.367, 0.466, 0.121], [-0.007, 0.071, 0.113], [-0.113, 0.032, -0.309], [0.813, -0.306, -0.210], [-0.040, 0.270, -0.169], [-0.033, -0.076, 0.080], [0.076, 0.553, 0.042], [-0.294, -0.282, -0.376]], "lowdin_charge": [0.057, -0.463, 0.008, -0.012, 0.105, 0.109, 0.046, -0.219, 0.089, -0.223, 0.054, 0.055, -0.197, 0.035, -0.203, 0.049, -0.232, 0.049, 0.082, -0.222, 0.046, 0.054, 0.058, 0.138, 0.132, 0.143, 0.130, 0.136, 0.100, 0.098], "lumo_energy_ev": -2.63, "orbital_gap_ev": 6.0157, "total_charge": 0, "e_above_lowest_ev": 0.7590, "spin_multiplicity": 1}


Entry 3:
{"formula": "C14H9N2O10S3Zr", "method": "the ωB97M-V functional and the def2-TZVPD basis", "symbols": ["Zr", "O", "C", "O", "C", "C", "C", "C", "C", "N", "C", "O", "O", "H", "H", "H", "H", "H", "O", "S", "O", "O", "S", "O", "S", "O", "N", "C", "O", "C", "C", "C", "C", "C", "C", "H", "H", "H", "H"], "coordinates": [[1.2867, 0.0166, -0.0404], [0.4592, -2.0343, -3.7811], [0.5719, -1.6318, -2.5516], [1.0177, -0.5421, -2.2164], [0.0870, -2.5803, -1.5058], [-0.3186, -3.8897, -1.7032], [-0.6717, -4.6258, -0.5819], [-0.5971, -4.0448, 0.6794], [-0.1776, -2.7294, 0.7717], [0.1352, -2.0250, -0.3065], [0.0416, -1.9127, 2.0151], [-0.1579, -2.4108, 3.2016], [0.4167, -0.7547, 1.8979], [0.8502, -1.3806, -4.3882], [-0.3414, -4.3149, -2.6962], [-0.9898, -5.6540, -0.6845], [-0.8567, -4.6285, 1.5530], [-0.4312, -3.3388, 3.1912], [4.9117, -0.7510, 0.5620], [3.8455, -0.9746, -0.3506], [2.5761, -1.5117, 0.4218], [3.1447, 0.3873, -0.7207], [4.1466, -2.0280, -1.9064], [-1.2780, 2.1221, -2.5064], [-0.8521, 1.9292, -1.1688], [-1.0290, 0.5632, -0.5890], [0.7374, 2.1235, -0.8316], [0.7434, 2.4996, 0.4790], [1.4861, 1.8626, 1.2587], [-0.3973, 3.3600, 0.8728], [-0.5716, 4.1997, 1.9536], [-1.8103, 4.8205, 2.0869], [-2.8423, 4.5807, 1.1855], [-2.6790, 3.7061, 0.1137], [-1.4407, 3.1199, -0.0139], [0.2311, 4.3811, 2.6548], [-1.9743, 5.5052, 2.9076], [-3.7915, 5.0809, 1.3200], [-3.4809, 3.5052, -0.5829]], "forces_ev_per_angstrom": [[-0.346, 0.355, -0.104], [0.088, -0.038, 0.006], [-0.047, 0.026, 0.006], [-0.071, -0.057, -0.018], [0.002, -0.004, -0.010], [-0.004, 0.014, 0.018], [-0.001, -0.006, -0.007], [0.001, 0.011, 0.023], [0.000, 0.003, -0.007], [-0.022, -0.098, -0.014], [-0.032, -0.059, -0.059], [-0.032, 0.018, 0.005], [-0.064, -0.009, 0.079], [-0.005, 0.016, -0.004], [0.001, 0.002, -0.002], [-0.001, 0.001, 0.000], [-0.001, -0.003, -0.003], [0.000, 0.014, 0.009], [0.051, -0.041, -0.062], [-0.033, 0.150, 0.143], [0.208, -0.098, 0.042], [0.303, -0.011, -0.091], [-0.050, -0.082, -0.070], [0.008, 0.008, -0.001], [0.067, -0.106, 0.067], [0.017, -0.021, -0.031], [-0.051, 0.031, 0.065], [0.000, -0.037, -0.027], [0.027, -0.020, 0.041], [0.032, 0.002, 0.017], [-0.003, 0.006, 0.002], [0.013, -0.001, 0.003], [-0.009, -0.003, -0.011], [-0.002, 0.017, 0.019], [-0.047, 0.020, -0.020], [0.000, 0.001, 0.000], [-0.001, 0.001, 0.000], [-0.001, 0.001, 0.001], [0.003, -0.004, -0.005]], "lowdin_charge": [1.894, 0.224, -0.423, -0.016, -0.126, 0.081, 0.026, 0.061, -0.136, 0.065, -0.390, 0.239, 0.020, 0.179, 0.143, 0.134, 0.131, 0.140, -0.302, 0.112, -0.539, -0.526, 0.359, -0.218, 0.723, -0.378, -0.128, -0.484, -0.006, -0.126, 0.031, -0.026, -0.029, -0.004, -0.211, 0.136, 0.121, 0.121, 0.132], "lumo_energy_ev": -4.82, "orbital_gap_ev": 6.5121, "total_charge": 1, "e_above_lowest_ev": 0.1266, "spin_multiplicity": 1}


| no. | molecular weight (u) |
| --- | --- |
| 1 | 623.201 |
| 2 | 299.223 |
| 3 | 552.655 |